[1]
{
  "formula": "C2H15CrN2O6",
  "method": "wB97M-V/def2-TZVPD",
  "symbols": ["Cr", "C", "O", "H", "H", "H", "C", "O", "N", "N", "H", "H", "H", "H", "O", "H", "H", "O", "H", "H", "O", "H", "H", "O", "H", "H"],
  "xyz": [[0.2634, -0.7439, -0.0579], [1.1148, -3.3442, 1.9094], [1.0900, -2.5482, 0.7467], [1.1484, -4.4278, 1.7962], [2.0148, -3.1987, 2.5069], [0.1699, -3.3325, 2.4527], [-0.6447, 2.4142, -0.9687], [-0.2167, 1.3081, -0.6677], [-1.5412, 2.6405, -1.8318], [-0.3068, 3.4457, -0.3359], [-2.1235, 3.4650, -1.7963], [-1.8275, 1.9380, -2.4986], [-0.4460, 4.3265, -0.8101], [0.2570, 3.3057, 0.4903], [2.1865, -0.1452, -0.8776], [2.4898, 0.6120, -1.3785], [2.9727, -0.4763, -0.4435], [-1.7848, -0.6689, 0.6497], [-2.2783, 0.1141, 0.8936], [-2.3942, -1.3922, 0.7969], [-0.3535, -1.5454, -2.0028], [-1.2917, -1.3782, -2.0924], [-0.0618, -1.7579, -2.8893], [0.5901, 0.3185, 1.7799], [-0.0861, 0.0483, 2.4012], [1.0595, 1.0226, 2.2273]],
  "forces_ev_per_a": [[0.083, 1.478, -1.064], [-0.926, 0.676, -0.539], [0.564, -1.705, 1.871], [0.446, -0.569, -1.252], [0.206, 0.457, -0.069], [-0.048, 0.780, 0.260], [0.199, -2.638, 0.724], [0.978, -2.876, 0.090], [-4.356, -0.074, -4.786], [2.279, 4.531, 3.150], [0.242, -0.081, -0.142], [0.097, 0.105, 0.189], [0.363, 0.271, 0.839], [0.062, 0.727, -0.305], [0.243, -0.295, 0.188], [-0.179, 0.419, -0.301], [0.438, -0.320, 0.098], [-0.251, -0.380, 0.131], [-0.105, 0.572, -0.073], [-0.271, -0.493, 0.083], [-0.178, 0.208, 1.038], [-0.490, 0.011, -0.070], [0.626, -0.135, -0.242], [-0.252, -0.784, -0.028], [-0.317, -0.152, 0.407], [0.547, 0.267, -0.196]],
  "mulliken_spin": [3.917, 0.005, 0.849, 0.098, 0.056, 0.015, 0.003, 0.005, 0.001, 0.002, 0.000, 0.000, 0.000, 0.000, 0.021, 0.003, 0.000, 0.016, 0.004, 0.002, -0.006, 0.001, 0.003, -0.002, 0.000, 0.002],
  "e_homo_ha": [-0.5717, -0.6253],
  "spin_multiplicity": 6,
  "charge": 2,
  "s2": 8.757,
  "homo_lumo_gap_ev": [9.15, 7.31]
}


[2]
{
  "formula": "C2H15N2O4",
  "method": "wB97M-V/def2-TZVPD",
  "symbols": ["C", "C", "N", "N", "H", "H", "H", "H", "H", "H", "H", "H", "H", "O", "H", "H", "O", "H", "H", "O", "H", "H", "O"],
  "xyz": [[-0.9451, 1.2388, 0.8978], [-0.5958, -0.0575, 0.8755], [0.6229, -0.4927, 0.1062], [-1.7606, 1.8539, 1.7620], [-0.4446, 1.8661, 0.1407], [-1.0265, -0.9060, 1.4094], [0.8425, 0.1237, -0.6758], [1.4327, -0.5993, 0.6956], [0.4285, -1.4177, -0.2834], [-1.7927, 1.4023, 2.6639], [-2.3467, 2.6660, 1.7074], [1.9437, -3.8764, 0.1610], [2.9287, -2.5973, -0.2378], [2.0572, -2.9531, -0.0795], [-1.9665, 2.2342, -2.0075], [-1.0425, 2.4360, -3.1932], [-1.1916, 2.7299, -2.2804], [-1.2913, -3.5033, -1.6083], [-2.3952, -2.5443, -1.2528], [-1.4393, -2.5728, -1.4035], [2.7935, 0.7000, 1.7198], [3.1991, 1.7163, 0.6149], [2.5853, 1.0027, 0.8232]],
  "forces_ev_per_a": [[1.223, 0.374, -1.742], [0.509, -0.477, 0.180], [-2.112, -0.367, -0.270], [-0.454, -0.901, 1.877], [-0.343, -0.047, 0.294], [0.093, 0.570, 0.077], [0.119, 0.175, 0.249], [0.297, 0.202, -0.019], [-0.018, -0.192, -0.192], [-0.469, 0.062, -0.065], [0.435, 0.199, -0.800], [1.027, 0.088, -0.117], [0.565, -1.021, 0.104], [-1.538, 0.957, 0.012], [-0.235, -0.010, 0.018], [-0.018, 0.244, 0.295], [0.256, -0.318, -0.282], [0.185, 0.049, -0.081], [0.217, 0.199, -0.019], [-0.236, -0.140, 0.206], [0.212, 0.454, -0.177], [0.040, -0.075, 0.170], [0.245, -0.025, 0.282]],
  "nbo_charge": [0.050, -0.212, -0.672, -0.790, 0.212, 0.222, 0.439, 0.443, 0.467, 0.394, 0.425, 0.510, 0.500, -1.003, 0.468, 0.479, -0.944, 0.482, 0.483, -0.961, 0.487, 0.505, -0.985],
  "e_homo_ha": -0.4510,
  "spin_multiplicity": 1,
  "charge": 1,
  "homo_lumo_gap_ev": 9.54
}


[3]
{
  "formula": "C2H15NO4",
  "method": "wB97M-V/def2-TZVPD",
  "symbols": ["C", "C", "N", "H", "H", "H", "H", "H", "H", "H", "H", "H", "O", "H", "H", "O", "H", "H", "O", "H", "H", "O"],
  "xyz": [[1.9369, -2.8521, -2.2158], [1.2785, -1.5265, -1.7449], [0.6362, -1.6855, -0.4132], [2.1492, -3.5725, -1.3207], [2.8254, -2.8548, -2.8557], [1.1043, -3.4316, -2.4892], [0.4709, -1.1953, -2.5145], [1.8516, -0.5176, -1.7004], [-0.0375, -2.4259, -0.2750], [0.3838, -0.7425, 0.0411], [4.2003, -0.4516, 1.0091], [2.9500, 0.2809, 1.0086], [3.7681, 0.1796, 0.5742], [-4.7546, 0.3626, 0.9463], [-4.7230, 1.6886, 1.6191], [-4.1459, 1.0434, 1.1850], [-4.2414, 4.1782, 0.7821], [-3.9974, 5.3988, 1.9492], [-4.6414, 4.7354, 1.4954], [0.8284, 1.1698, 2.4508], [1.3051, 1.3802, 0.9396], [0.8525, 0.8383, 1.5291]],
  "forces_ev_per_a": [[0.444, -0.444, 3.102], [-1.361, 2.049, -0.297], [0.808, 2.196, 0.600], [0.487, 1.888, -0.853], [-0.671, 0.198, -0.138], [-0.936, -0.762, -1.883], [1.134, -0.907, 0.742], [-0.030, -2.182, 0.128], [-0.094, 0.355, -0.359], [0.218, -2.486, -1.006], [2.767, -4.061, 2.673], [-1.588, -0.077, 0.848], [-1.198, 3.989, -3.476], [-0.496, -0.901, -0.379], [0.312, 0.007, 0.004], [0.166, 0.987, 0.408], [0.167, 1.213, 1.151], [-1.336, -2.233, -1.811], [1.185, 0.932, 0.629], [0.289, 0.113, -1.217], [1.118, 2.043, -1.052], [-1.386, -1.914, 2.184]],
  "nbo_charge": [-0.644, -0.213, -0.893, 0.209, 0.227, 0.208, 0.149, 0.198, 0.363, 0.391, 0.459, 0.467, -0.932, 0.465, 0.470, -0.936, 0.488, 0.489, -0.977, 0.494, 0.476, -0.959],
  "e_homo_ha": -0.3056,
  "spin_multiplicity": 1,
  "smiles": "CCN.O.O.O.O",
  "homo_lumo_gap_ev": 8.82
}


[4]
{
  "formula": "C2H15NO4",
  "method": "wB97M-V/def2-TZVPD",
  "symbols": ["C", "N", "C", "H", "H", "H", "H", "H", "H", "H", "H", "H", "O", "H", "H", "O", "H", "H", "O", "H", "H", "O"],
  "xyz": [[-2.6272, 3.6400, -2.0662], [-1.6679, 2.5449, -1.8947], [-2.0832, 1.2984, -1.2915], [-3.3041, 3.7427, -1.1846], [-3.1841, 3.6523, -2.9752], [-2.1658, 4.6268, -2.0261], [-1.2069, 2.4832, -2.7893], [-3.1651, 1.3507, -1.3107], [-1.5804, 0.4557, -1.7509], [-1.8161, 1.2016, -0.1810], [1.3219, -1.5733, 2.5154], [1.2379, -0.2435, 3.2941], [0.8670, -0.6861, 2.5236], [1.3666, -4.5975, 1.8269], [1.5411, -3.3027, 1.3430], [1.0030, -3.7271, 2.0446], [3.1474, -1.9409, -0.6131], [2.6416, -1.6443, 0.8348], [2.6382, -2.2936, 0.1255], [1.2736, -0.0790, 0.6758], [0.0177, 0.1317, -0.2254], [0.9803, 0.2446, -0.1909]],
  "forces_ev_per_a": [[-0.035, 0.391, 2.216], [0.590, 1.467, -0.524], [0.078, 0.917, 1.414], [0.168, -0.605, -0.674], [-0.754, -0.487, -0.768], [0.681, -0.076, -0.139], [0.308, -0.714, 0.264], [-0.424, -1.188, -0.143], [-0.512, -0.233, -0.465], [-0.162, 0.539, -1.203], [-1.065, 0.999, 0.361], [-0.042, 0.072, 0.023], [1.094, -1.306, -0.125], [-0.515, -0.459, 0.769], [-0.643, 0.467, 0.083], [1.181, -0.094, -1.048], [-0.206, 0.165, 0.217], [0.314, 0.316, -0.396], [0.095, -0.468, 0.223], [-0.742, 0.252, -0.154], [0.540, 0.002, 0.307], [0.052, 0.043, -0.238]],
  "nbo_charge": [-0.421, -0.641, -0.407, 0.192, 0.172, 0.196, 0.359, 0.184, 0.200, 0.168, 0.484, 0.480, -0.953, 0.470, 0.479, -0.955, 0.499, 0.469, -0.961, 0.480, 0.472, -0.965],
  "e_homo_ha": -0.3047,
  "spin_multiplicity": 1,
  "smiles": "CNC.O.O.O.O",
  "homo_lumo_gap_ev": 8.79
}


[5]
{
  "formula": "C2H15NO4",
  "method": "wB97M-V/def2-TZVPD",
  "symbols": ["C", "N", "C", "H", "H", "H", "H", "H", "H", "H", "H", "H", "O", "H", "H", "O", "H", "H", "O", "H", "H", "O"],
  "xyz": [[0.2878, -0.9148, 2.0153], [-1.0500, -0.6207, 1.3803], [-1.2907, 0.7811, 1.2555], [0.9546, -0.1419, 1.6924], [0.1256, -0.9141, 3.0887], [0.4880, -1.8795, 1.6459], [-1.7770, -1.0177, 1.9745], [-1.2686, 1.3031, 2.2156], [-2.2993, 0.8588, 0.9300], [-0.6440, 1.1706, 0.3187], [-2.1492, -1.0896, -1.9796], [-2.0390, -1.5295, -0.4654], [-2.1578, -1.7866, -1.3437], [0.5439, -1.3092, -4.0369], [1.6692, -0.4011, -3.1306], [0.9709, -0.4422, -3.8074], [2.5895, 3.2836, 0.1525], [1.9407, 1.9197, 0.5664], [1.7701, 2.7827, 0.1144], [0.5378, -0.4063, -0.6279], [1.6144, 0.5667, -0.7797], [1.1830, -0.2132, -1.1792]],
  "forces_ev_per_a": [[-2.927, 0.506, -0.171], [0.766, -0.884, 0.462], [0.782, 0.621, -2.099], [0.687, 0.111, -0.031], [0.642, 0.059, 0.292], [1.160, -1.133, -0.113], [0.254, -0.040, -0.185], [0.766, 0.583, -0.230], [-1.009, 0.424, -0.502], [-1.213, -0.200, 2.613], [0.148, 0.973, -0.011], [0.603, 1.362, 2.016], [-0.564, -2.280, -2.000], [1.446, 1.152, 1.122], [-1.024, -1.139, -0.294], [-0.666, -0.127, -1.345], [0.130, -0.117, 0.068], [0.010, 1.394, -0.294], [-0.080, -1.266, 0.423], [-5.174, -1.837, 3.989], [-0.284, -0.459, -0.635], [5.548, 2.299, -3.075]],
  "nbo_charge": [-0.417, -0.657, -0.426, 0.178, 0.185, 0.212, 0.356, 0.176, 0.203, 0.193, 0.477, 0.484, -0.967, 0.484, 0.502, -0.990, 0.480, 0.459, -0.935, 0.463, 0.460, -0.920],
  "e_homo_ha": -0.3526,
  "spin_multiplicity": 1,
  "smiles": "CNC.O.O.O.O",
  "homo_lumo_gap_ev": 9.94
}


[6]
{
  "formula": "C2H15NO4S",
  "method": "wB97M-V/def2-TZVPD",
  "symbols": ["C", "C", "S", "N", "H", "H", "H", "H", "H", "H", "H", "H", "H", "O", "H", "H", "O", "H", "H", "O", "H", "H", "O"],
  "xyz": [[-0.9898, -2.4057, 0.6765], [-1.4189, -1.0498, 0.0518], [-2.3461, -1.4153, -1.4717], [0.0909, -3.0853, -0.1518], [-0.4899, -2.3167, 1.6554], [-1.9087, -3.0279, 0.7063], [-1.9905, -0.3504, 0.7165], [-0.3490, -0.6721, -0.0954], [-3.6696, -1.2718, -1.0259], [0.8372, -3.4986, 0.3502], [-0.4158, -3.7227, -0.7509], [1.0683, 2.8917, 1.0288], [1.2037, 2.9551, -0.4286], [0.5555, 2.7413, 0.1596], [0.0401, 5.4583, -0.5674], [-0.7528, 4.2188, 0.0405], [-0.4940, 5.2318, 0.1157], [1.0548, 0.7673, -1.4779], [1.0617, -0.6984, -1.2298], [1.6033, 0.1070, -1.2235], [2.3482, 0.3838, 0.5680], [2.3387, -1.0609, 1.0268], [2.6226, -0.1795, 1.3268]],
  "forces_ev_per_a": [[0.498, -0.862, 0.244], [1.768, -0.345, 0.999], [-0.865, 0.519, -0.036], [-2.516, 1.744, -0.765], [-0.827, 0.394, -0.043], [0.722, 0.022, 0.456], [0.625, -0.833, -0.525], [-2.041, 0.513, -0.494], [1.515, -0.069, -0.131], [0.230, -0.603, 0.636], [0.739, -0.307, -0.149], [-1.554, -0.429, -1.696], [2.705, 0.991, -2.980], [-1.041, -1.010, 4.640], [2.406, 0.704, -3.330], [1.291, 3.273, -0.013], [-3.775, -3.481, 3.370], [-2.770, 3.219, -1.219], [0.342, 0.072, -0.128], [2.470, -3.378, 0.923], [0.223, -0.670, 0.538], [0.247, 0.504, 0.202], [-0.392, 0.033, -0.499]],
  "nbo_charge": [-0.234, -0.556, -0.069, -0.886, 0.200, 0.184, 0.241, 0.226, 0.144, 0.373, 0.374, 0.491, 0.461, -0.939, 0.454, 0.499, -0.964, 0.468, 0.486, -0.943, 0.491, 0.459, -0.960],
  "e_homo_ha": -0.3446,
  "spin_multiplicity": 1,
  "smiles": "NCCS.O.O.O.O",
  "homo_lumo_gap_ev": 9.68
}